Density functional theory data (ωB97M-V with the def2-TZVPD basis set) for a cluster of 9 separate species, C31H71B3BrClN8O11 in total.

- E_HOMO: -8.6733 eV
- Net charge: 0
- Orbital gap: 8.9 eV
- SMILES: CC[C@H](Br)B1OB(C)OB(C[C@@H](C)Cl)O1.CN(C)C=O.CN(C)C=O.CN(C)C=O.CN(C)C=O.CN(C)C=O.CN(C)C=O.CN(C)C=O.CN(C)C=O

```
126
C31H71B3BrClN8O11, DFT ωB97M-V with the def2-TZVPD basis set
C 6.75658 -0.24221 -0.45685
C 6.39665 0.23064 -1.87404
C 4.88402 0.23666 -2.11918
Br 4.42214 -0.55164 -3.86336
B 4.16197 1.63649 -2.11413
O 2.79243 1.71731 -1.98145
B 2.29859 2.79421 -1.25428
C 0.77261 3.07382 -1.18395
O 3.24784 3.58723 -0.61116
B 4.43818 3.81470 -1.28376
C 5.19975 5.17974 -1.08715
C 6.63918 5.12843 -0.55766
C 7.46142 3.91992 -0.97540
Cl 7.51036 6.63544 -1.09818
O 4.87463 2.82399 -2.15000
H 7.70736 -0.77272 -0.43219
H 6.80434 0.59049 0.24912
H 5.99403 -0.92808 -0.07708
H 6.88165 -0.41455 -2.60689
H 6.79353 1.23373 -2.04084
H 4.37605 -0.40553 -1.39820
H 0.48576 3.65970 -0.31120
H 0.41754 3.59819 -2.07543
H 0.24016 2.11892 -1.14517
H 5.18995 5.72269 -2.03795
H 4.59790 5.77318 -0.39462
H 6.62197 5.22690 0.52593
H 7.25431 3.07727 -0.31049
H 8.52627 4.14000 -0.90799
H 7.23798 3.62791 -2.00089
C 5.91780 11.97888 0.50754
O 5.19275 12.95262 0.45320
N 6.16107 11.15165 -0.52892
C 7.03286 10.00065 -0.41635
C 5.51912 11.43535 -1.79944
H 6.44871 11.68351 1.42867
H 7.87568 10.08807 -1.10626
H 6.49884 9.07803 -0.64135
H 7.42117 9.93988 0.59901
H 5.80847 12.42033 -2.16730
H 4.43373 11.42573 -1.69445
H 5.81859 10.67785 -2.52054
C -1.37984 -0.14724 0.60661
O -2.29754 0.64469 0.75877
N -1.22053 -0.90276 -0.50028
C -0.11836 -1.83313 -0.63232
C -2.17510 -0.78933 -1.58575
H -0.61105 -0.33729 1.36838
H 0.50928 -1.57073 -1.48986
H -0.48427 -2.85375 -0.75327
H 0.48953 -1.80465 0.27076
H -2.21325 0.22870 -1.97410
H -3.18010 -1.05187 -1.24732
H -1.88084 -1.45510 -2.39281
C -0.74653 -1.19242 4.45043
O -0.11933 -0.95968 3.42992
N -1.99342 -1.69035 4.47267
C -2.68125 -2.00618 5.70581
C -2.68753 -1.86424 3.20260
H -0.33978 -0.98745 5.45449
H -2.95387 -3.06396 5.72687
H -3.58840 -1.40974 5.80885
H -2.03377 -1.79683 6.55527
H -2.16230 -2.55539 2.54458
H -2.77259 -0.89844 2.70289
H -3.68635 -2.24915 3.40350
C -3.09392 -3.99035 -0.13276
O -2.27360 -4.03893 0.76800
N -4.24249 -4.68457 -0.16597
C -5.18498 -4.56127 -1.26316
C -4.55066 -5.56865 0.94327
H -2.96336 -3.33572 -1.01260
H -6.14943 -4.19134 -0.92083
H -5.33615 -5.52699 -1.75016
H -4.78517 -3.86233 -1.99725
H -4.59450 -5.01151 1.88009
H -3.78433 -6.33729 1.04925
H -5.51370 -6.03875 0.75829
C -1.27985 -2.16550 -4.99619
O -2.23133 -1.42284 -4.84811
N -1.05119 -2.90116 -6.10170
C 0.10398 -3.76268 -6.22701
C -1.99979 -2.80928 -7.19755
H -0.50264 -2.29758 -4.22262
H 0.72915 -3.45930 -7.06920
H -0.19643 -4.80223 -6.37383
H 0.69975 -3.70045 -5.31777
H -2.06932 -1.78404 -7.56181
H -2.99445 -3.11630 -6.87307
H -1.66766 -3.45752 -8.00530
C -8.33755 -2.34890 -1.37880
O -8.23819 -3.56137 -1.44595
N -9.13640 -1.60884 -2.16800
C -9.21117 -0.16781 -2.05466
C -9.94251 -2.29048 -3.16623
H -7.76479 -1.74672 -0.65377
H -10.22591 0.15209 -1.80996
H -8.90931 0.31269 -2.98704
H -8.54240 0.16717 -1.26373
H -10.61790 -3.00391 -2.69371
H -9.30874 -2.84007 -3.86241
H -10.52276 -1.55110 -3.71326
C -6.19555 -0.65236 6.69653
O -5.41120 -0.50830 7.61316
N -7.21943 -1.53084 6.70058
C -8.12177 -1.66623 5.57901
C -7.40915 -2.35942 7.87819
H -6.13135 -0.06646 5.76357
H -9.14936 -1.44087 5.87214
H -8.09197 -2.67895 5.17116
H -7.82710 -0.97033 4.79507
H -7.57813 -1.74200 8.76066
H -6.52684 -2.97237 8.06462
H -8.26990 -3.00517 7.71920
C 7.85105 -3.05280 2.11942
O 8.60974 -2.73973 1.22316
N 6.69360 -3.72165 1.93690
C 5.81426 -4.05533 3.03623
C 6.33368 -4.12403 0.58842
H 8.04913 -2.81193 3.17735
H 5.68937 -5.13666 3.12431
H 4.82995 -3.60214 2.90267
H 6.24192 -3.68121 3.96495
H 7.09523 -4.78082 0.16666
H 6.24508 -3.25642 -0.06540
H 5.38164 -4.64917 0.62087
```

Density functional theory data (ωB97M-V with the def2-TZVPD basis set) for a cluster of 9 separate species, C31H72N5O9S9 in total in a non-equilibrium geometry.

- E_HOMO: -9.2135 eV
- Net charge: +1
- Orbital gap: 5.3 eV

```
126
C31H72N5O9S9, DFT ωB97M-V with the def2-TZVPD basis set
C 5.04670 -2.32852 0.49996
C 5.32968 -1.07911 -0.10659
C 5.71180 0.40459 -0.69992
N 6.99680 0.37924 -1.55429
C 7.25203 1.88205 -1.79240
N 8.25075 2.46921 -1.04916
N 6.35138 2.55767 -2.79385
C 4.90717 2.15522 -2.69276
C 4.49238 1.19270 -1.44839
C 3.29499 0.17730 -2.02609
C 2.01676 0.05256 -0.97140
C 1.16172 -1.32341 -1.34727
C 0.08534 -1.11914 -2.56697
C -1.22181 -0.18286 -2.12740
C -2.25017 -1.00133 -1.14267
C -3.32516 -0.04112 -0.33392
S -3.53255 1.66215 -1.06844
C -5.27584 2.01777 -1.62792
N -6.44775 1.14367 -2.01232
N -7.45748 2.06423 -2.37370
C -6.96392 3.51568 -2.22117
O -5.57536 3.45862 -1.72041
H 4.93619 -3.21032 1.29708
H 6.00658 1.06762 0.24829
H 7.75070 -0.02730 -0.94215
H 8.36878 3.51901 -1.08448
H 8.87722 1.95799 -0.38224
H 6.69855 2.37653 -3.78069
H 4.58679 1.72774 -3.75865
H 4.27914 3.16176 -2.57538
H 3.96653 1.88357 -0.63512
H 3.70785 -0.86692 -2.36524
H 2.83253 0.67181 -3.00921
H 2.38612 0.08601 0.13829
H 1.36947 1.03936 -1.15041
H 1.91381 -2.19322 -1.66382
H 0.60486 -1.71094 -0.36504
H 0.64487 -0.52125 -3.43042
H -0.27003 -2.12868 -3.06828
H -0.78413 0.80518 -1.66688
H -1.80173 0.02533 -3.14875
H -2.83923 -1.79605 -1.77864
H -1.62951 -1.61803 -0.33243
H -4.31715 -0.66515 -0.20724
H -2.89163 0.08305 0.77152
H -7.54058 4.52703 -2.44628
C 2.18988 -5.84258 0.56703
S 0.98863 -4.59908 1.09964
O 1.68790 -3.27180 1.10854
C 0.88134 -5.16868 2.81294
H 2.43973 -5.65822 -0.48061
H 3.09601 -5.77071 1.17332
H 1.75138 -6.83841 0.66387
H 1.86904 -5.13882 3.27935
H 0.48655 -6.18713 2.83493
H 0.20373 -4.50691 3.35766
C 10.62440 4.15523 -5.41710
S 10.18933 3.88129 -3.68255
O 11.32929 4.38463 -2.84715
C 10.31481 2.07800 -3.74383
H 10.64605 5.23155 -5.60424
H 11.60943 3.73147 -5.62680
H 9.87196 3.69205 -6.05948
H 11.31917 1.78362 -4.05781
H 9.57271 1.68402 -4.44215
H 10.11707 1.68149 -2.74508
C -5.98545 -1.94002 -4.07122
S -6.72589 -3.09357 -2.89052
O -5.71125 -4.16183 -2.60748
C -7.93636 -3.78494 -4.04297
H -5.16570 -1.41407 -3.57592
H -5.59628 -2.48640 -4.93369
H -6.73683 -1.21556 -4.39361
H -7.42564 -4.21638 -4.90725
H -8.62270 -2.99889 -4.36643
H -8.49970 -4.56678 -3.52802
C -7.80157 -1.47349 2.28825
S -6.75205 -0.04562 1.92398
O -5.41684 -0.56861 1.48302
C -6.58239 0.50070 3.63982
H -8.00929 -1.99972 1.35343
H -7.28836 -2.14850 2.97730
H -8.74192 -1.13250 2.72736
H -6.14513 -0.29735 4.24472
H -7.56349 0.77578 4.03397
H -5.92598 1.37383 3.66350
C 1.37921 1.48404 2.50391
S 2.42873 2.91190 2.13965
O 3.76394 2.38891 1.69868
C 2.59839 3.45822 3.85549
H 1.17149 0.95780 1.56910
H 1.89242 0.80903 3.19297
H 0.43886 1.82502 2.94302
H 3.03565 2.66018 4.46039
H 1.61729 3.73330 4.24964
H 3.25480 4.33136 3.87916
C -12.95207 -4.04082 -4.63638
S -11.54807 -3.09715 -5.27768
O -10.67597 -2.73794 -4.11099
C -12.50156 -1.62451 -5.71760
H -12.58500 -5.00022 -4.26387
H -13.42834 -3.49356 -3.81937
H -13.67103 -4.21655 -5.43984
H -13.00595 -1.22777 -4.83320
H -13.23571 -1.88083 -6.48501
H -11.81553 -0.87088 -6.11157
C -1.14990 2.47050 7.10511
S -0.10038 3.89836 6.74084
O 1.23483 3.37537 6.29988
C 0.06928 4.44468 8.45668
H -1.35762 1.94426 6.17030
H -0.63669 1.79548 7.79417
H -2.09025 2.81148 7.54422
H 0.50654 3.64664 9.06159
H -0.91182 4.71976 8.85084
H 0.72570 5.31782 8.48036
C 4.88042 0.47552 4.49924
S 6.33461 -0.56472 4.22315
O 5.85582 -1.97904 4.07753
C 7.00739 -0.38756 5.89268
H 4.27990 0.48285 3.58641
H 4.28398 0.07348 5.32170
H 5.19933 1.49456 4.72991
H 6.27839 -0.73582 6.62838
H 7.25530 0.66038 6.07698
H 7.91456 -0.99186 5.96800
```

Density functional theory data (ωB97M-V with the def2-TZVPD basis set) for a cluster of 5 separate species, C31H72NO10 in total in a non-equilibrium geometry.

- E_HOMO: -10.8883 eV
- Net charge: +1
- Orbital gap: 8.4 eV

```
114
C31H72NO10, DFT ωB97M-V with the def2-TZVPD basis set
C 0.99306 1.01319 1.68186
O 1.26049 1.47585 0.37133
C 0.10819 1.83538 -0.35718
C 0.29061 1.55916 -1.83151
C 0.35693 0.06599 -2.24376
C 0.24800 -0.95481 -1.13664
N -1.15074 -1.16621 -0.56714
C -1.52045 -2.63927 -0.50488
C -2.44763 -2.92920 -1.65562
C -2.92900 -1.57335 -2.23292
O -4.31574 -1.57213 -2.20293
C -4.92776 -0.34794 -2.60536
C -6.42080 -0.37757 -2.25313
C -7.24994 0.30589 -3.35966
C -6.71587 0.26094 -0.89696
C -8.21353 0.24904 -0.59816
C -6.02801 -0.45516 0.27304
C -2.30203 -0.55511 -1.24593
H 1.20987 1.76722 2.43263
H 1.65464 0.17239 1.87934
H -0.02725 0.64855 1.81628
H -0.07082 2.90633 -0.24465
H -0.79517 1.35116 0.01577
H 1.17370 2.07189 -2.18790
H -0.54954 2.03349 -2.33044
H -0.33424 -0.17699 -3.04199
H 1.33757 -0.10063 -2.67509
H 0.91852 -0.75839 -0.31428
H 0.54834 -1.90790 -1.55121
H -1.10330 -0.91609 0.41793
H -2.09601 -2.74586 0.40983
H -0.68209 -3.31168 -0.39636
H -1.99217 -3.46323 -2.48228
H -3.31235 -3.47912 -1.32280
H -2.47095 -1.34537 -3.19569
H -4.48550 0.51513 -2.09930
H -4.81855 -0.18556 -3.67615
H -6.70583 -1.42607 -2.21055
H -7.45730 1.32757 -3.05589
H -6.70985 0.34443 -4.29599
H -8.18880 -0.21468 -3.47895
H -6.41177 1.30540 -0.92252
H -8.79241 0.79665 -1.33012
H -8.56959 -0.77109 -0.49402
H -8.36846 0.74350 0.35597
H -5.10361 -0.94045 -0.01844
H -5.79215 0.25825 1.05591
H -6.68041 -1.22747 0.66342
H -3.06139 -0.44099 -0.47073
H -2.17844 0.45440 -1.60707
C 6.99151 -0.99301 -0.30859
O 6.92539 0.42153 -0.24721
C 6.83483 1.03875 -1.52241
C 5.41673 1.45698 -1.84120
O 4.55107 0.33642 -1.98431
C 3.77598 0.08944 -0.82269
H 6.81574 -1.37514 0.69597
H 6.23603 -1.40521 -0.98190
H 7.98449 -1.31598 -0.63670
H 7.22224 0.37609 -2.30170
H 7.46509 1.93251 -1.49621
H 5.41196 1.99400 -2.79443
H 5.04084 2.13496 -1.06893
H 2.97374 0.82361 -0.73333
H 4.38715 0.10505 0.08362
H 3.33837 -0.90724 -0.92889
C 5.04358 3.67798 6.92087
O 4.74370 2.29745 7.05158
C 3.41062 1.97225 6.70390
C 3.32245 1.38021 5.31350
O 3.66892 2.32355 4.31012
C 4.99299 2.15549 3.82359
H 6.12535 3.78562 6.97229
H 4.69296 4.08023 5.96797
H 4.59512 4.24550 7.74262
H 2.76281 2.85066 6.78525
H 3.05988 1.22640 7.42477
H 2.28512 1.07578 5.12850
H 3.95400 0.48981 5.23981
H 5.05070 1.28643 3.15881
H 5.70894 2.03570 4.63850
H 5.25160 3.04741 3.25580
C -2.38506 1.54865 3.47239
O -1.83761 0.44607 4.17097
C -1.59572 0.72206 5.54858
C -2.69117 0.16882 6.43248
O -3.92889 0.82196 6.20069
C -4.82174 0.07632 5.39188
H -2.76204 1.17746 2.51615
H -3.21184 2.01498 4.01086
H -1.60906 2.29827 3.27782
H -1.48618 1.79811 5.70905
H -0.64886 0.24275 5.81431
H -2.41896 0.34673 7.47667
H -2.79034 -0.91128 6.28895
H -5.25743 -0.74964 5.96289
H -4.32663 -0.32143 4.50173
H -5.62188 0.74610 5.08063
C 3.07420 -2.77505 -8.06319
O 3.60515 -3.13634 -6.79753
C 3.69150 -2.05315 -5.88897
C 2.55624 -2.07387 -4.88934
O 1.29298 -1.84262 -5.50206
C 0.55184 -3.03035 -5.71990
H 2.82573 -3.69441 -8.59009
H 2.17175 -2.16742 -7.96615
H 3.81978 -2.22693 -8.64733
H 3.71309 -1.09807 -6.42175
H 4.63557 -2.15787 -5.34578
H 2.71408 -1.26546 -4.16634
H 2.55018 -3.02270 -4.34297
H 0.13535 -3.40283 -4.77447
H 1.16407 -3.81135 -6.17388
H -0.26855 -2.79020 -6.39435
```

Density functional theory data (ωB97M-V with the def2-TZVPD basis set) for a cluster of 4 separate species, C31H73O10PSSi in total.

- E_HOMO: -8.6592 eV
- Net charge: 0
- Orbital gap: 9.2 eV
- SMILES: CCCCCCCCCCCCC[Si@@H](O)[PH2]=S.COCCOCCOC.COCCOCCOC.COCCOCCOC

```
117
C31H73O10PSSi, DFT ωB97M-V with the def2-TZVPD basis set
C -6.50478 -2.80603 -3.31980
C -5.11119 -3.28418 -3.77711
C -4.08510 -2.15979 -3.98958
C -3.11646 -1.99521 -2.82071
C -3.73029 -1.32251 -1.59115
C -2.66440 -0.71324 -0.67891
C -2.18633 0.66875 -1.14916
C -0.67737 0.85585 -1.06826
C -0.22000 2.25618 -1.50535
C 0.98933 2.83306 -0.74819
C 2.05053 3.41848 -1.68595
C 2.94963 4.45319 -1.02609
C 3.86539 5.15033 -2.08185
Si 4.04521 6.99143 -1.86527
O 3.82376 7.50412 -0.33223
P 6.17416 7.53460 -2.44140
S 7.06437 8.39137 -0.90326
H -6.51748 -1.73761 -3.12199
H -6.83307 -3.33065 -2.42617
H -7.25493 -2.99990 -4.08405
H -5.22474 -3.85777 -4.69452
H -4.72131 -3.97176 -3.02721
H -3.50039 -2.38268 -4.88433
H -4.60718 -1.22449 -4.19227
H -2.25076 -1.41668 -3.14923
H -2.77574 -2.98764 -2.52461
H -4.44946 -0.55753 -1.88548
H -4.28550 -2.06777 -1.01777
H -1.82197 -1.40138 -0.59668
H -3.08489 -0.62411 0.32394
H -2.68453 1.43779 -0.55710
H -2.49952 0.81702 -2.18558
H -0.31215 0.59177 -0.07509
H -0.23526 0.12811 -1.75421
H 0.04270 2.19881 -2.56115
H -1.05920 2.94438 -1.41083
H 1.46761 2.06171 -0.14393
H 0.65112 3.60232 -0.05378
H 2.67625 2.59966 -2.04306
H 1.56199 3.87862 -2.54569
H 2.37022 5.20311 -0.49190
H 3.63627 3.97581 -0.33083
H 3.49539 4.94248 -3.08729
H 4.86114 4.70593 -2.03326
H 3.15419 7.77069 -2.74858
H 4.65326 7.72033 0.11404
H 6.81630 6.34246 -2.81315
H 6.17156 8.28297 -3.62935
C -0.41172 1.77271 2.86955
O -1.54557 2.50666 3.27219
C -2.62049 2.32850 2.36699
C -3.92818 2.77372 2.97663
O -4.50088 1.81846 3.85431
C -3.96860 1.77315 5.16803
C -4.49832 2.85730 6.07739
O -3.81851 4.07722 5.84893
C -4.44664 5.15934 6.49454
H -0.08724 2.06189 1.86277
H 0.39237 1.98745 3.57068
H -0.61444 0.69453 2.88046
H -2.69584 1.26950 2.08561
H -2.42431 2.91695 1.45768
H -4.65049 2.88463 2.16532
H -3.81070 3.74284 3.46686
H -2.87643 1.78962 5.15376
H -4.29256 0.81268 5.57318
H -4.35449 2.55100 7.12371
H -5.57353 2.98419 5.89645
H -5.46335 5.31225 6.11351
H -3.85527 6.04991 6.29323
H -4.49468 5.00301 7.57897
C 1.82324 -8.31283 -2.96940
O 0.41673 -8.24999 -2.97695
C -0.11339 -8.04059 -1.68148
C -1.57186 -7.65465 -1.75654
O -1.78481 -6.29043 -2.08066
C -1.68780 -5.94705 -3.45333
C -2.92504 -6.28255 -4.25227
O -2.93161 -7.64835 -4.62385
C -4.18345 -8.04682 -5.13024
H 2.18339 -9.12715 -2.32929
H 2.14880 -8.49774 -3.99077
H 2.25991 -7.36910 -2.62150
H 0.44241 -7.24449 -1.16980
H -0.01670 -8.96560 -1.09481
H -1.99905 -7.78094 -0.75984
H -2.10595 -8.31286 -2.44560
H -0.80335 -6.39225 -3.91448
H -1.57072 -4.86135 -3.46597
H -2.94317 -5.66361 -5.16187
H -3.81433 -6.04832 -3.65444
H -4.96925 -7.94141 -4.37272
H -4.10457 -9.09355 -5.41583
H -4.46179 -7.45810 -6.01289
C 5.78761 4.30348 1.85470
O 5.82098 2.91167 2.06746
C 7.13014 2.42889 2.30251
C 7.07721 1.01444 2.83037
O 6.77311 0.93146 4.21271
C 5.40821 1.07884 4.56978
C 4.57808 -0.16416 4.34846
O 4.19615 -0.27681 2.98933
C 3.63272 -1.53502 2.70391
H 6.39625 4.58572 0.98598
H 4.75200 4.57925 1.66359
H 6.14083 4.85077 2.73580
H 7.64552 3.06824 3.03005
H 7.69936 2.44183 1.36165
H 8.07542 0.58375 2.73086
H 6.38321 0.41474 2.23681
H 4.95513 1.93189 4.06006
H 5.41694 1.28493 5.64161
H 3.67592 -0.10867 4.97464
H 5.15919 -1.04441 4.65207
H 4.35537 -2.34159 2.87531
H 3.34415 -1.53569 1.65473
H 2.74236 -1.72167 3.31673
```

> Which formula does entry 4 have?

C31H73O10PSSi